Here is a cluster of 8 separate species, C33H77FO18S10 in total from the OMol25 dataset. Energies are from wB97M-V/def2-TZVPD.

The LUMO energy is -0.3 eV.

Geometry as ORCA input:
```
! wB97M-V def2-TZVPD RIJCOSX def2/J DEFGRID3
* xyz 0 1
C 1.560 -3.161 1.129
C 1.596 -2.913 -0.471
C 0.089 -2.834 -1.086
C -0.015 -1.540 -2.078
C -1.438 -0.886 -1.832
C -1.412 0.270 -0.702
C -0.556 -0.059 0.590
C -0.120 1.352 1.253
O -0.733 2.413 1.107
O 1.103 1.321 2.015
S -3.215 0.293 -0.166
O -3.524 1.412 0.784
O -3.582 -0.987 0.566
O -4.114 0.351 -1.540
C -3.428 0.665 -2.769
C -2.914 2.186 -2.902
C -3.459 3.205 -1.797
C -3.329 4.718 -2.354
O -1.904 4.915 -2.600
C -4.673 0.568 -3.828
C -5.736 1.756 -3.678
C -7.060 1.311 -4.484
C -8.276 0.886 -3.542
O -8.604 1.931 -2.578
C -8.838 1.254 -1.300
C -2.265 -0.420 -3.170
S -1.144 0.103 -4.543
C -1.866 1.148 -5.883
O 0.090 0.864 -4.069
O -0.611 -1.103 -5.308
S -3.034 -2.047 -3.769
O -4.111 -2.522 -2.841
O -3.472 -1.953 -5.210
F -1.885 -3.291 -3.772
H 2.225 -4.044 1.426
H 0.498 -3.378 1.493
H 1.934 -2.268 1.731
H 2.171 -1.935 -0.633
H 2.212 -3.736 -0.972
H -0.017 -3.779 -1.723
H -0.646 -2.780 -0.221
H 0.787 -0.777 -1.769
H 0.195 -1.963 -3.105
H -2.108 -1.711 -1.377
H -1.064 1.267 -1.118
H 0.420 -0.612 0.423
H -1.169 -0.611 1.392
H 1.812 1.569 1.371
H -3.190 2.662 -3.913
H -1.765 2.269 -2.859
H -4.525 3.026 -1.454
H -2.742 3.164 -0.901
H -3.581 5.406 -1.467
H -3.977 4.911 -3.268
H -1.758 5.680 -3.201
H -4.336 0.423 -4.896
H -5.270 -0.381 -3.553
H -5.319 2.662 -4.243
H -6.022 1.999 -2.603
H -7.410 2.102 -5.226
H -6.772 0.389 -5.110
H -9.195 0.761 -4.213
H -8.099 -0.124 -3.033
H -9.648 0.476 -1.499
H -9.111 2.015 -0.503
H -7.887 0.721 -0.936
H -2.793 0.690 -6.385
H -1.069 1.120 -6.716
H -1.981 2.248 -5.631
C 3.776 0.454 3.882
S 5.046 -0.736 3.407
O 4.376 -1.813 2.613
C 5.331 -1.383 5.066
H 3.421 0.956 2.982
H 2.941 -0.060 4.361
H 4.202 1.194 4.562
H 4.401 -1.785 5.473
H 5.709 -0.588 5.707
H 6.073 -2.179 5.005
C 9.313 -2.959 7.470
S 9.077 -1.218 7.060
O 7.740 -1.091 6.398
C 10.329 -1.157 5.763
H 8.596 -3.230 8.246
H 9.143 -3.577 6.588
H 10.326 -3.111 7.846
H 10.096 -1.886 4.986
H 11.309 -1.367 6.193
H 10.331 -0.155 5.331
C -4.314 0.367 3.922
S -2.799 1.295 4.229
O -1.848 0.381 4.935
C -3.502 2.405 5.468
H -4.097 -0.417 3.195
H -4.669 -0.087 4.849
H -5.076 1.035 3.515
H -3.907 1.826 6.301
H -4.290 3.008 5.012
H -2.711 3.061 5.833
C 12.029 -4.847 2.727
S 12.334 -4.967 4.501
O 11.563 -3.870 5.163
C 14.061 -4.449 4.434
H 10.984 -5.094 2.539
H 12.228 -3.831 2.381
H 12.668 -5.557 2.198
H 14.136 -3.457 3.984
H 14.636 -5.171 3.851
H 14.452 -4.414 5.452
C 1.300 5.234 -3.381
S 1.058 6.966 -3.822
O -0.277 7.076 -4.490
C 2.317 7.012 -5.114
H 0.581 4.972 -2.604
H 1.137 4.599 -4.254
H 2.312 5.093 -2.998
H 2.091 6.269 -5.881
H 3.296 6.814 -4.676
H 2.316 8.006 -5.563
C 2.916 -2.544 -6.883
S 1.760 -3.149 -5.636
O 2.518 -3.300 -4.357
C 1.563 -4.798 -6.346
H 3.209 -1.528 -6.615
H 3.803 -3.180 -6.911
H 2.429 -2.534 -7.859
H 2.532 -5.296 -6.407
H 1.119 -4.716 -7.340
H 0.899 -5.375 -5.700
C -8.751 1.837 6.175
S -7.341 0.981 5.442
O -7.532 0.991 3.961
C -7.788 -0.664 6.035
H -8.696 2.891 5.897
H -9.683 1.412 5.799
H -8.708 1.748 7.262
H -8.779 -0.936 5.667
H -7.776 -0.674 7.126
H -7.053 -1.378 5.659
*
```

Results of the Mulliken charge analysis, in e, for atoms 1 through 8:
1 C -0.807
2 C -0.427
3 C -0.686
4 C -0.474
5 C -2.565
6 C 0.201
7 C 0.445
8 C -0.043



Here is the molecule C2H3N5O from the OMol25 dataset. Energies are from wB97M-V/def2-TZVPD.

The LUMO energy is 0.5 eV.

Geometry as ORCA input:
```
! wB97M-V def2-TZVPD RIJCOSX def2/J DEFGRID3
* xyz 0 1
O 1.734 -0.749 -0.121
N 1.794 0.545 -0.067
C 0.683 1.082 0.086
N -0.426 0.283 0.214
C -0.758 -0.931 0.254
N -2.017 -0.970 -0.133
N -2.534 0.310 -0.136
N -1.498 1.108 -0.016
H 2.557 -1.076 -0.174
H 0.459 2.194 -0.133
H 0.006 -1.798 0.226
*
```

Results of the Mulliken charge analysis, in e, for atoms 1 through 8:
1 O -0.290
2 N -0.451
3 C 0.148
4 N 0.389
5 C 0.144
6 N -0.326
7 N -0.284
8 N -0.403